{"formula": "S2", "method": "ωB97M-V with the def2-TZVPD basis set", "elements": ["S", "S"], "positions_angstrom": [[0.0000, 0.0000, 1.3172], [0.0000, 0.0000, -1.3172]], "nbo_charge": [0.0000, 0.0000], "spin_multiplicity": 1, "energy_ha": -796.18855, "max_force_ev_per_a": 5.57}

=====

{"formula": "C33H47I2N2O5", "method": "ωB97M-V with the def2-TZVPD basis set", "elements": ["O", "H", "C", "H", "H", "H", "H", "H", "H", "H", "H", "C", "H", "N", "C", "C", "H", "C", "H", "C", "C", "H", "C", "H", "H", "H", "H", "H", "H", "H", "H", "H", "C", "H", "O", "H", "H", "H", "H", "H", "C", "H", "H", "H", "C", "N", "H", "H", "H", "C", "C", "H", "O", "H", "C", "C", "O", "C", "O", "C", "C", "C", "C", "C", "C", "C", "H", "C", "H", "H", "H", "C", "C", "I", "C", "H", "C", "C", "H", "C", "H", "I", "C", "C", "H", "H", "H", "H", "C"], "positions_angstrom": [[1.2261, 4.8292, 0.5586], [-6.1436, -0.5168, -1.0661], [-1.4408, 2.1036, -1.7386], [-0.9922, -3.5756, -4.4237], [-3.8469, 0.3043, -4.9361], [-0.7966, -0.9821, -3.2044], [-1.9691, 1.2049, -1.4061], [3.9784, -1.8473, 1.6139], [1.8486, 1.8244, 1.0881], [-4.2190, -1.6931, 3.9896], [-3.5721, -0.2253, 1.4085], [-3.4401, -0.4969, -3.0345], [0.9225, 0.3480, -0.4494], [-4.6403, -0.2299, -2.4792], [-5.0379, -1.8068, 1.4774], [0.2162, 1.0841, -0.0576], [-3.6207, 2.1703, -3.0967], [-3.0576, 0.3799, -4.1857], [2.6884, -1.9656, 3.7420], [4.0174, 6.2476, 3.1497], [6.3902, -5.1192, 1.4839], [-1.2597, 3.2545, -3.5331], [2.0159, 5.2226, 1.4031], [0.2331, 0.8015, 3.2135], [0.6902, 1.9811, -1.9493], [0.2984, 2.4684, 1.6145], [-2.8279, -3.4649, -5.9060], [-3.0796, 2.4471, -4.7264], [-2.1479, -0.0056, -4.6380], [5.0595, 6.9477, 1.3671], [3.5527, 5.8360, 5.3114], [-5.8378, -1.0682, 1.3734], [-4.4516, -1.8541, -0.8148], [2.4786, 5.6269, -0.7604], [-4.9030, -2.5438, 0.2452], [-0.7231, 1.5922, -3.7180], [-2.9104, -1.8275, 1.6544], [0.1711, 3.1440, -0.7642], [0.9783, 4.5077, 3.1792], [-2.7011, -0.8274, 3.8025], [-2.6976, -1.5435, -2.4811], [-4.2274, 0.0328, 3.6744], [-5.3770, -2.5425, 2.2013], [7.3094, -5.4891, 1.9036], [4.7900, -4.4833, 0.0499], [4.3315, -4.3032, 1.3268], [-2.0123, 2.9425, -1.3336], [2.4154, 0.3064, 3.7267], [4.1904, -4.2449, -0.8126], [-3.2267, -2.2087, -1.3855], [-1.3639, -1.9032, -3.1082], [0.1754, -0.3839, 1.9382], [3.2896, 6.0524, -0.4224], [5.1779, -4.6425, 3.2728], [2.9601, -2.2363, 1.6389], [-2.8829, -2.8467, -5.0133], [2.7513, 5.3922, 4.9667], [4.1810, 6.4276, 1.7214], [4.7938, 6.6448, 3.9957], [-0.0229, 2.1447, -1.1384], [3.2417, 5.9459, 0.8969], [-3.7207, -0.8999, 3.4339], [5.3065, -4.6913, 2.2056], [6.0646, -4.9849, 0.1132], [3.0399, -3.7694, 1.6896], [0.8032, 1.5692, 1.2664], [-3.4604, -3.3982, -4.2696], [-2.8645, 1.8701, -3.8295], [2.9024, 0.2492, 2.0592], [2.4706, -1.9296, 0.7120], [2.3042, -4.2100, 1.0137], [-1.4894, 2.2245, -3.2627], [2.1367, -0.0990, 2.7547], [-0.2742, -1.5857, -5.9384], [0.7637, 0.4512, 2.3277], [2.8051, -4.1276, 2.6905], [1.8548, 5.0312, 2.8248], [2.7951, 5.5102, 3.6542], [-5.1739, 0.5230, -2.8952], [2.2109, -1.6324, 2.8195], [-0.7057, 0.5300, 0.1438], [-0.1126, -3.1099, -1.8518], [-3.7380, -1.1705, 1.9299], [-5.1726, -0.8435, -1.4049], [1.1982, -2.0461, 2.8353], [6.6879, -5.2312, -0.7292], [-2.6917, -3.0261, -0.9236], [-3.4056, -1.9306, -5.2836], [-1.4781, -2.6104, -4.4917]], "lowdin_charge": [0.0728, 0.1580, -0.1969, 0.0162, 0.1337, 0.0298, 0.0882, 0.1230, 0.1083, 0.0774, 0.1078, -0.1616, 0.1059, 0.1637, -0.1642, -0.2053, 0.1082, -0.1229, 0.1118, -0.3078, -0.1000, 0.1220, -0.3079, 0.1063, 0.1104, 0.0967, 0.0838, 0.1182, 0.0291, 0.1389, 0.1253, 0.1285, -0.2574, 0.1164, -0.0263, 0.1069, 0.1160, 0.0873, 0.1307, 0.0723, -0.1953, 0.0799, 0.1326, 0.0918, -0.1067, -0.1403, 0.1191, 0.1087, 0.1109, 0.0682, -0.7255, 0.0880, 0.1199, 0.1145, -0.1819, -0.1470, 0.1277, 0.0794, 0.1179, -0.1751, -0.2321, -0.0835, -0.0998, -0.0991, -0.1474, -0.2016, 0.0933, -0.1680, 0.1027, 0.0963, 0.1142, -0.1917, -0.1914, 0.9299, -0.1919, 0.1220, 0.0685, -0.2311, 0.1816, -0.2151, 0.0901, 0.9845, -0.2301, 0.0728, 0.1062, 0.0910, 0.0714, 0.0620, -0.8339], "spin_multiplicity": 1, "charge": 1, "energy_ha": -2366.49604, "max_force_ev_per_a": 0.42}